{
  "formula": "C5H7N",
  "method": "ωB97M-V/def2-TZVPD",
  "energy_ev": -6785.1626,
  "lumo_energy_ev": 1.1,
  "de_lowest_kcal_mol": 77.25,
  "homo_lumo_gap_ev": 10.48,
  "total_charge": 0,
  "species": ["C", "C", "C", "C", "C", "N", "H", "H", "H", "H", "H", "H", "H"],
  "xyz": [[1.203, -0.532, -0.185], [0.743, 0.391, 0.925], [-0.130, 1.142, 0.020], [-0.103, -0.100, -0.913], [-1.248, -0.574, 0.008], [-0.692, 0.219, 1.132], [1.287, -1.596, 0.048], [2.137, -0.148, -0.610], [1.278, 0.784, 1.777], [-0.561, 2.126, -0.131], [-0.200, -0.098, -2.003], [-1.577, -1.606, 0.221], [-2.136, -0.008, -0.289]]
}

---

{
  "formula": "C4H10N2",
  "method": "ωB97M-V/def2-TZVPD",
  "energy_ev": -7289.2572,
  "lumo_energy_ev": 0.8,
  "smiles": "[H]/N=C/N.C=CC",
  "de_lowest_kcal_mol": 31.42,
  "homo_lumo_gap_ev": 10.05,
  "total_charge": 0,
  "species": ["H", "N", "C", "N", "H", "H", "H", "C", "C", "C", "H", "H", "H", "H", "H", "H"],
  "xyz": [[-2.049, 3.469, -4.062], [-1.614, 3.574, -3.153], [-1.190, 2.465, -2.707], [-0.588, 2.388, -1.482], [-1.229, 1.540, -3.292], [-0.314, 3.291, -1.118], [-0.158, 1.521, -1.218], [-0.039, -1.930, 0.818], [0.815, -2.554, 1.624], [1.392, -1.877, 2.852], [-0.385, -2.388, -0.101], [-0.519, -1.001, 1.099], [1.348, -3.416, 1.242], [0.691, -1.945, 3.685], [1.513, -0.815, 2.660], [2.328, -2.323, 3.152]]
}

---

{
  "formula": "C16H15DyN4O2",
  "method": "ωB97M-V/def2-TZVPD",
  "energy_ev": -50960.7227,
  "spin_multiplicity": 6,
  "lumo_energy_ev": [-7.8, -7.7],
  "s2": 9.3422,
  "homo_lumo_gap_ev": [5.69, 5.72],
  "total_charge": 2,
  "species": ["Dy", "O", "C", "C", "C", "C", "C", "C", "C", "O", "N", "N", "C", "C", "C", "C", "C", "C", "N", "H", "H", "H", "H", "H", "H", "H", "H", "H", "H", "C", "C", "C", "N", "H", "H", "H", "H", "H"],
  "xyz": [[-0.262, -1.176, 0.296], [2.816, -1.314, -3.201], [2.733, -0.007, -3.498], [3.503, 0.422, -4.580], [3.484, 1.742, -4.963], [2.698, 2.682, -4.281], [1.946, 2.279, -3.215], [1.940, 0.926, -2.791], [1.142, 0.568, -1.650], [1.071, -0.719, -1.254], [0.492, 1.508, -0.989], [-0.154, 1.021, 0.103], [-0.737, 1.817, 0.929], [-1.378, 1.228, 2.107], [-2.011, 2.011, 3.055], [-2.577, 1.397, 4.166], [-2.495, 0.020, 4.292], [-1.848, -0.700, 3.303], [-1.297, -0.123, 2.228], [2.246, -1.513, -2.450], [4.106, -0.311, -5.097], [4.087, 2.057, -5.804], [2.692, 3.716, -4.595], [1.339, 2.988, -2.673], [-0.720, 2.891, 0.769], [-2.050, 3.085, 2.929], [-3.070, 1.989, 4.924], [-2.917, -0.496, 5.143], [-1.765, -1.779, 3.380], [-5.776, -2.083, -0.888], [-4.840, -1.077, -1.574], [-3.487, -1.152, -1.056], [-2.417, -1.217, -0.638], [-6.775, -1.951, -1.296], [-5.819, -1.914, 0.186], [-5.459, -3.105, -1.079], [-5.177, -0.046, -1.436], [-4.775, -1.258, -2.650]]
}

---

{
  "formula": "C3H7N2O",
  "method": "ωB97M-V/def2-TZVPD",
  "energy_ev": -8245.5658,
  "lumo_energy_ev": -3.3,
  "de_lowest_kcal_mol": 13.22,
  "homo_lumo_gap_ev": 11.15,
  "total_charge": 1,
  "species": ["C", "C", "N", "C", "N", "H", "H", "H", "H", "H", "H", "H", "O"],
  "xyz": [[-0.142, 0.927, -1.164], [1.128, 0.977, -0.526], [1.358, -0.346, -0.134], [0.355, -1.157, -0.500], [-0.576, -0.374, -1.052], [-0.498, 1.599, -1.880], [2.000, 1.652, -0.501], [2.250, -0.625, 0.295], [0.347, -2.206, -0.150], [-1.526, -0.708, -1.309], [-1.838, -0.635, 2.240], [-1.509, 0.764, 2.709], [-1.349, 0.131, 1.972]]
}